--- a ---
DFT (the ωB97M-V functional and the def2-TZVPD basis) results for 3 unconnected molecules or ions with the total composition C9H18O9.

LUMO: 0.0256 Eh
SMILES: COC(=O)OC.COC(=O)OC.COC(=O)OC
2S+1: 1
Orbital gap: 11.31 eV

Last columns: bonded neighbours and bond lengths (Å).
Geometry (Å):
1 C -2.265 -1.011 3.694  O2 1.377, H7 1.103, H8 1.193, H9 1.098
2 O -2.331 -2.315 3.258  C1 1.377, C3 1.288
3 C -3.226 -2.631 2.388  O2 1.288, O4 1.189, O5 1.379
4 O -3.734 -1.865 1.634  C3 1.189
5 O -3.453 -3.983 2.242  C3 1.379, C6 1.375
6 C -4.275 -4.412 1.227  O5 1.375, H10 1.117, H11 0.966, H12 0.987
7 H -1.344 -0.815 3.119  C1 1.103
8 H -2.116 -0.846 4.866  C1 1.193
9 H -3.127 -0.509 3.236  C1 1.098
10 H -3.729 -4.103 0.303  C6 1.117
11 H -5.149 -4.002 1.201  C6 0.966
12 H -4.432 -5.385 1.166  C6 0.987
13 C 1.650 3.304 -0.304  O14 1.319, H19 1.056, H20 1.058, H21 0.981
14 O 0.855 2.698 0.556  C13 1.319, C15 1.491
15 C -0.191 1.846 -0.078  O14 1.491, O16 1.234, O17 1.409
16 O -0.227 1.881 -1.311  C15 1.234
17 O -1.092 1.132 0.736  C15 1.409, C18 1.400
18 C -2.183 0.636 0.013  O17 1.400, H22 0.992, H23 1.096, H24 1.015
19 H 2.214 2.673 -0.936  C13 1.056
20 H 2.313 3.749 0.390  C13 1.058
21 H 1.094 4.049 -0.617  C13 0.981
22 H -2.488 1.281 -0.676  C18 0.992
23 H -3.036 0.417 0.665  C18 1.096
24 H -1.860 -0.233 -0.399  C18 1.015
25 C 1.629 -0.535 -2.833  O26 1.397, H31 1.039, H32 1.139, H33 1.028
26 O 2.588 -0.206 -1.872  C25 1.397, C27 1.319
27 C 3.415 0.787 -2.137  O26 1.319, O28 1.185, O29 1.316
28 O 3.349 1.452 -3.115  C27 1.185
29 O 4.372 0.991 -1.257  C27 1.316, C30 1.417
30 C 5.388 1.963 -1.430  O29 1.417, H34 1.125, H35 1.063, H36 1.082
31 H 1.469 -1.546 -2.655  C25 1.039
32 H 1.912 -0.825 -3.897  C25 1.139
33 H 0.839 0.115 -2.929  C25 1.028
34 H 5.670 2.500 -0.483  C30 1.125
35 H 5.283 2.453 -2.367  C30 1.063
36 H 6.224 1.277 -1.384  C30 1.082


--- b ---
DFT (the ωB97M-V functional and the def2-TZVPD basis) results for 3 unconnected molecules or ions with the total composition C9H18O9.

LUMO: 0.0268 Eh
SMILES: COC(=O)OC.COC(=O)OC.COC(=O)OC
2S+1: 1
Orbital gap: 11.00 eV

Last columns: bonded neighbours and bond lengths (Å).
Geometry (Å):
1 C 24.635 0.546 21.543  O2 1.431, H7 0.952, H8 0.950, H9 1.195
2 O 24.020 1.087 20.370  C1 1.431, C3 1.424
3 C 23.652 0.214 19.307  O2 1.424, O4 1.214, O5 1.331
4 O 23.905 -0.971 19.384  C3 1.214
5 O 22.904 0.691 18.315  C3 1.331, C6 1.496
6 C 22.316 -0.130 17.211  O5 1.496, H10 1.181, H11 1.122, H12 1.213
7 H 24.162 -0.076 22.086  C1 0.952
8 H 25.129 1.241 21.962  C1 0.950
9 H 25.392 -0.303 21.178  C1 1.195
10 H 21.488 0.554 16.720  C6 1.181
11 H 22.001 -1.181 17.445  C6 1.122
12 H 23.277 -0.428 16.533  C6 1.213
13 C 24.645 3.581 18.264  O14 1.388, H19 1.215, H20 1.197, H21 1.044
14 O 25.371 4.717 17.933  C13 1.388, C15 1.380
15 C 25.899 5.587 18.865  O14 1.380, O16 1.179, O17 1.370
16 O 25.810 5.373 20.021  C15 1.179
17 O 26.476 6.700 18.313  C15 1.370, C18 1.377
18 C 26.977 7.708 19.106  O17 1.377, H22 1.115, H23 1.006, H24 0.971
19 H 24.527 2.804 17.338  C13 1.215
20 H 23.599 4.020 18.647  C13 1.197
21 H 25.077 3.280 19.165  C13 1.044
22 H 28.018 7.638 19.498  C18 1.115
23 H 26.327 7.822 19.865  C18 1.006
24 H 26.982 8.564 18.647  C18 0.971
25 C 23.458 8.016 19.739  O26 1.385, H31 1.105, H32 1.058, H33 1.060
26 O 24.004 8.381 18.520  C25 1.385, C27 1.321
27 C 23.653 7.843 17.366  O26 1.321, O28 1.276, O29 1.338
28 O 22.638 7.070 17.335  C27 1.276
29 O 24.273 8.282 16.265  C27 1.338, C30 1.484
30 C 23.986 7.571 14.994  O29 1.484, H34 1.016, H35 0.983, H36 1.198
31 H 23.621 6.968 20.049  C25 1.105
32 H 22.434 8.251 19.861  C25 1.058
33 H 23.978 8.584 20.468  C25 1.060
34 H 24.754 7.755 14.355  C30 1.016
35 H 23.192 8.061 14.684  C30 0.983
36 H 23.704 6.482 15.405  C30 1.198


Preferred: a; penalty for the next structure: 23.1 kJ/mol.


--- a ---
DFT (the ωB97M-V functional and the def2-TZVPD basis) results for a single C4H7FO2 molecule.

LUMO: 0.0289 Eh
SMILES: OCC(=CF)CO
2S+1: 1
Orbital gap: 10.53 eV

Last columns: bonded neighbours and bond lengths (Å).
Geometry (Å):
1 O 0.710 0.380 -1.935  C2 1.443, H8 0.944
2 C 0.971 -0.439 -0.777  O1 1.443, C3 1.550, H9 1.104, H10 1.092
3 C -0.300 -0.357 0.105  C2 1.550, C4 1.316, C6 1.485
4 C -1.087 -1.375 0.385  C3 1.316, F5 1.347, H11 1.068
5 F -0.847 -2.621 -0.066  C4 1.347
6 C -0.560 1.004 0.639  C3 1.485, O7 1.397, H12 1.083, H13 1.146
7 O 0.589 1.562 1.204  C6 1.397, H14 0.943
8 H 1.431 0.296 -2.539  O1 0.944
9 H 1.134 -1.472 -1.133  C2 1.104
10 H 1.878 -0.156 -0.238  C2 1.092
11 H -1.927 -1.323 1.042  C4 1.068
12 H -0.931 1.685 -0.118  C6 1.083
13 H -1.415 0.888 1.391  C6 1.146
14 H 0.356 1.929 2.041  O7 0.943


--- b ---
DFT (the ωB97M-V functional and the def2-TZVPD basis) results for 2 unconnected molecules or ions with the total composition C4H7FO2.

LUMO: -0.0230 Eh
2S+1: 1
Orbital gap: 8.85 eV

Last columns: bonded neighbours and bond lengths (Å).
Geometry (Å):
1 C -0.924 -0.256 -0.688  C2 1.525, H6 1.213, H7 1.072, O12 1.475
2 C 0.270 0.146 0.171  C1 1.525, C3 1.415, C4 1.339
3 C 1.364 -0.732 0.355  C2 1.415, H8 1.028, H9 1.121, O13 1.349
4 C 0.095 1.328 0.776  C2 1.339, H11 1.049, F14 1.292
5 H -1.710 -0.103 -2.996  no bonds
6 H -1.415 0.847 -0.572  C1 1.213
7 H -1.540 -1.029 -0.273  C1 1.072
8 H 1.725 -1.077 -0.543  C3 1.028
9 H 2.312 -0.317 0.789  C3 1.121
10 H 1.415 -2.592 1.262  O13 1.104
11 H 0.891 1.494 1.439  C4 1.049
12 O -0.568 -0.656 -2.062  C1 1.475
13 O 0.808 -1.679 1.139  C3 1.349, H10 1.104
14 F -0.936 2.060 0.511  C4 1.292


Preferred: a; penalty for the next structure: 488.7 kJ/mol.